{"formula": "C28H72N4O12", "method": "the ωB97M-V functional and the def2-TZVPD basis", "species": ["C", "O", "C", "C", "N", "C", "C", "O", "C", "H", "H", "H", "H", "H", "H", "H", "H", "H", "H", "H", "H", "H", "H", "H", "C", "O", "C", "C", "N", "C", "C", "O", "C", "H", "H", "H", "H", "H", "H", "H", "H", "H", "H", "H", "H", "H", "H", "H", "C", "O", "C", "C", "N", "C", "C", "O", "C", "H", "H", "H", "H", "H", "H", "H", "H", "H", "H", "H", "H", "H", "H", "H", "C", "O", "C", "C", "N", "C", "C", "O", "C", "H", "H", "H", "H", "H", "H", "H", "H", "H", "H", "H", "H", "H", "H", "H", "O", "C", "C", "O", "H", "H", "H", "H", "H", "H", "O", "C", "C", "O", "H", "H", "H", "H", "H", "H"], "positions_angstrom": [[-0.29, -5.17, 0.78], [-0.84, -4.42, -0.25], [-1.61, -3.34, 0.25], [-2.14, -2.61, -0.97], [-2.95, -3.45, -1.88], [-4.38, -3.48, -1.53], [-5.06, -2.16, -1.84], [-5.07, -1.87, -3.23], [-3.90, -1.22, -3.74], [-1.02, -5.85, 1.25], [0.21, -4.59, 1.57], [0.48, -5.83, 0.37], [-1.04, -2.60, 0.80], [-2.43, -3.75, 0.85], [-1.32, -2.15, -1.51], [-2.80, -1.77, -0.71], [-2.57, -4.38, -1.78], [-4.51, -3.75, -0.48], [-4.85, -4.16, -2.24], [-4.71, -1.30, -1.25], [-6.13, -2.24, -1.65], [-3.47, -0.54, -3.00], [-4.16, -0.63, -4.62], [-3.16, -1.97, -4.04], [7.36, 4.06, 1.22], [6.44, 3.27, 1.94], [5.49, 2.63, 1.14], [4.43, 2.00, 2.03], [3.72, 2.92, 2.87], [2.84, 3.88, 2.22], [2.50, 5.06, 3.11], [1.45, 4.81, 4.01], [1.89, 4.40, 5.29], [7.26, 5.11, 1.52], [7.16, 4.05, 0.15], [8.37, 3.71, 1.42], [5.91, 1.81, 0.52], [5.05, 3.31, 0.39], [4.87, 1.23, 2.66], [3.76, 1.46, 1.35], [4.29, 3.40, 3.55], [1.86, 3.39, 2.13], [3.14, 4.20, 1.22], [2.18, 5.93, 2.53], [3.42, 5.39, 3.61], [1.00, 4.32, 5.92], [2.62, 5.10, 5.71], [2.35, 3.40, 5.26], [2.01, 1.84, -9.53], [2.05, 1.02, -8.39], [1.55, 1.64, -7.22], [1.16, 0.60, -6.21], [2.28, -0.26, -5.93], [1.88, -1.45, -5.17], [3.04, -2.36, -4.90], [3.45, -3.16, -5.97], [2.45, -4.00, -6.54], [2.07, 1.19, -10.40], [2.82, 2.58, -9.53], [1.06, 2.39, -9.63], [0.70, 2.27, -7.49], [2.37, 2.25, -6.80], [0.39, -0.04, -6.67], [0.75, 1.09, -5.33], [2.74, -0.53, -6.79], [1.14, -1.94, -5.82], [1.39, -1.13, -4.25], [2.77, -2.97, -4.02], [3.90, -1.78, -4.55], [1.93, -4.54, -5.73], [3.00, -4.75, -7.10], [1.79, -3.45, -7.22], [-1.88, -3.16, 4.36], [-1.16, -2.23, 3.60], [-0.96, -0.97, 4.20], [0.05, -0.08, 3.50], [-0.22, 0.05, 2.08], [0.60, 1.15, 1.51], [0.48, 1.22, 0.03], [1.06, 0.06, -0.54], [1.53, 0.24, -1.88], [-2.26, -2.77, 5.31], [-1.19, -3.97, 4.63], [-2.76, -3.57, 3.86], [-0.57, -1.12, 5.22], [-1.92, -0.44, 4.26], [1.07, -0.43, 3.66], [-0.15, 0.89, 3.95], [0.08, -0.82, 1.65], [1.61, 1.09, 1.92], [0.18, 2.05, 1.98], [0.73, 2.17, -0.46], [-0.60, 1.14, -0.21], [2.33, 1.00, -1.87], [0.69, 0.56, -2.50], [1.93, -0.72, -2.18], [-2.79, 0.87, 1.17], [-2.95, 2.23, 1.55], [-2.61, 3.17, 0.40], [-3.00, 2.62, -0.83], [-1.94, 0.57, 1.58], [-4.02, 2.35, 1.79], [-2.46, 2.42, 2.51], [-1.54, 3.41, 0.40], [-3.20, 4.09, 0.48], [-3.14, 1.67, -0.74], [-5.70, -1.98, 8.76], [-4.65, -2.07, 7.80], [-4.89, -1.11, 6.66], [-6.23, -1.24, 6.15], [-5.77, -1.06, 9.03], [-3.73, -1.84, 8.35], [-4.57, -3.08, 7.41], [-4.19, -1.22, 5.82], [-4.85, -0.06, 6.97], [-6.81, -1.28, 6.92]], "lowdin_charge": [-0.1321, -0.1789, -0.2082, -0.1863, -0.0538, -0.1964, -0.2375, -0.1865, -0.1073, 0.0902, 0.0864, 0.0877, 0.1013, 0.1244, 0.1118, 0.0995, 0.0965, 0.1140, 0.1219, 0.1093, 0.1228, 0.0783, 0.0802, 0.0756, -0.1020, -0.1784, -0.2530, -0.2128, -0.0534, -0.2022, -0.2325, -0.1823, -0.1121, 0.0858, 0.0832, 0.0857, 0.1274, 0.1117, 0.1225, 0.1086, 0.1038, 0.0928, 0.1174, 0.1240, 0.1237, 0.0850, 0.0867, 0.0804, -0.1195, -0.1959, -0.2329, -0.2295, -0.0585, -0.2150, -0.2457, -0.1844, -0.0986, 0.0877, 0.0892, 0.0853, 0.1191, 0.1294, 0.1242, 0.1182, 0.1100, 0.1085, 0.0914, 0.1214, 0.1259, 0.0950, 0.0867, 0.0818, -0.1102, -0.1932, -0.2195, -0.1940, -0.0582, -0.1902, -0.2267, -0.1932, -0.0838, 0.0707, 0.0905, 0.0881, 0.1257, 0.1224, 0.1284, 0.1267, 0.1070, 0.1034, 0.1108, 0.1307, 0.1150, 0.0927, 0.0902, 0.0769, -0.1111, -0.2418, -0.2558, -0.0706, 0.0376, 0.1174, 0.1164, 0.1012, 0.1178, 0.0659, -0.0673, -0.2505, -0.2346, -0.0744, 0.0919, 0.1187, 0.1227, 0.1007, 0.1182, 0.0706], "de_lowest_kj_mol": 128.5, "smiles": "COCCNCCOC.COCCNCCOC.COCCNCCOC.COCCNCCOC.OCCO.OCCO", "e_tot_ev": -60726.6230, "total_charge": 0, "max_force_ev_per_a": 2.0, "e_homo_ev": -8.5}



{"formula": "C28H73BFO7Si", "method": "the ωB97M-V functional and the def2-TZVPD basis", "species": ["C", "C", "C", "B", "C", "C", "F", "C", "C", "O", "Si", "C", "C", "C", "H", "H", "H", "H", "H", "H", "H", "H", "H", "H", "H", "H", "H", "H", "H", "H", "H", "H", "H", "H", "H", "H", "H", "H", "H", "C", "C", "C", "O", "H", "H", "H", "H", "H", "H", "H", "H", "C", "C", "C", "O", "H", "H", "H", "H", "H", "H", "H", "H", "C", "C", "C", "O", "H", "H", "H", "H", "H", "H", "H", "H", "C", "C", "C", "O", "H", "H", "H", "H", "H", "H", "H", "H", "C", "C", "C", "O", "H", "H", "H", "H", "H", "H", "H", "H", "C", "C", "C", "O", "H", "H", "H", "H", "H", "H", "H", "H"], "positions_angstrom": [[-3.73, -2.36, -0.47], [-2.46, -2.63, 0.38], [-1.91, -1.42, 1.14], [-1.42, -1.75, 2.68], [-2.68, -1.84, 3.74], [-3.67, -2.97, 3.52], [-3.05, -4.22, 3.40], [-0.34, -0.62, 3.26], [-0.44, 0.78, 2.71], [-1.76, 1.32, 2.93], [-2.19, 2.57, 1.94], [-4.00, 2.93, 2.34], [-1.21, 4.14, 2.29], [-2.06, 2.24, 0.09], [-4.55, -3.03, -0.22], [-3.52, -2.50, -1.52], [-4.08, -1.34, -0.34], [-1.72, -3.02, -0.31], [-2.69, -3.45, 1.06], [-1.07, -1.04, 0.58], [-2.70, -0.66, 1.19], [-0.84, -2.84, 2.68], [-2.27, -1.96, 4.74], [-3.28, -0.93, 3.74], [-4.22, -2.79, 2.59], [-4.40, -3.07, 4.32], [0.69, -0.97, 3.12], [-0.48, -0.54, 4.34], [0.26, 1.42, 3.26], [-0.14, 0.83, 1.66], [-4.17, 2.72, 3.39], [-4.61, 2.23, 1.76], [-4.25, 3.95, 2.07], [-0.15, 4.05, 2.09], [-1.40, 4.53, 3.28], [-1.58, 4.88, 1.58], [-1.78, 1.22, -0.16], [-3.01, 2.46, -0.37], [-1.31, 2.91, -0.34], [3.02, -2.98, 3.76], [3.02, -3.04, 2.24], [2.60, -4.40, 1.73], [4.32, -2.69, 1.73], [3.74, -3.70, 4.17], [3.32, -1.99, 4.10], [2.04, -3.21, 4.16], [2.33, -2.28, 1.85], [3.31, -5.17, 2.08], [2.61, -4.43, 0.64], [1.60, -4.66, 2.08], [4.95, -3.34, 2.06], [4.51, -0.35, -0.56], [3.94, -0.34, -1.97], [5.00, -0.01, -3.01], [2.87, 0.60, -2.06], [4.91, 0.64, -0.30], [3.73, -0.58, 0.17], [5.31, -1.08, -0.45], [3.51, -1.31, -2.19], [5.41, 0.99, -2.83], [4.56, 0.00, -4.01], [5.82, -0.73, -2.99], [3.23, 1.47, -1.86], [0.39, 4.43, 5.87], [-0.34, 3.30, 6.57], [0.48, 2.03, 6.59], [-1.60, 3.06, 5.96], [0.59, 4.16, 4.82], [-0.21, 5.34, 5.86], [1.35, 4.65, 6.35], [-0.57, 3.61, 7.60], [0.68, 1.68, 5.57], [-0.06, 1.23, 7.10], [1.44, 2.18, 7.10], [-1.42, 2.79, 5.05], [3.54, 2.80, -5.47], [4.21, 2.50, -6.80], [3.40, 3.03, -7.97], [4.42, 1.09, -6.94], [2.56, 2.32, -5.41], [4.14, 2.41, -4.64], [3.41, 3.87, -5.33], [5.21, 2.94, -6.81], [2.42, 2.55, -8.00], [3.90, 2.80, -8.91], [3.26, 4.10, -7.90], [3.55, 0.67, -6.92], [-4.82, -7.28, -1.23], [-3.43, -6.73, -1.55], [-2.34, -7.63, -0.99], [-3.29, -5.41, -1.04], [-4.97, -7.33, -0.15], [-5.59, -6.63, -1.64], [-4.95, -8.28, -1.65], [-3.31, -6.65, -2.63], [-2.41, -7.69, 0.10], [-1.35, -7.23, -1.23], [-2.41, -8.65, -1.40], [-3.39, -5.44, -0.08], [-0.91, 4.05, -4.39], [0.20, 4.77, -5.14], [-0.23, 6.15, -5.59], [0.63, 3.99, -6.26], [-1.78, 3.91, -5.04], [-0.58, 3.06, -4.07], [-1.22, 4.61, -3.51], [1.08, 4.86, -4.49], [-1.08, 6.08, -6.28], [0.58, 6.65, -6.13], [-0.53, 6.77, -4.75], [-0.12, 3.89, -6.85]], "lowdin_charge": [-0.1222, -0.2789, -0.1818, -0.5606, -0.1620, -0.2519, -0.1004, -0.1532, -0.2935, -0.2153, 0.4074, -0.1516, -0.1642, -0.1464, 0.0480, 0.0515, 0.0511, 0.0903, 0.0614, 0.0795, 0.0725, 0.0847, 0.0807, 0.0915, 0.0958, 0.0959, 0.0650, 0.0783, 0.0891, 0.0996, 0.0270, 0.0225, 0.0213, 0.0258, 0.0146, 0.0242, 0.0154, 0.0244, 0.0191, -0.0648, -0.4899, -0.0592, -0.0751, 0.0748, 0.0774, 0.0826, 0.1295, 0.0752, 0.0766, 0.0808, 0.0802, -0.0616, -0.4923, -0.0685, -0.0573, 0.0811, 0.0696, 0.0761, 0.1391, 0.0761, 0.0657, 0.0778, 0.0810, -0.0666, -0.4977, -0.0539, -0.0518, 0.0686, 0.0767, 0.0744, 0.1318, 0.0687, 0.0823, 0.0755, 0.0588, -0.0610, -0.4910, -0.0674, -0.0591, 0.0811, 0.0605, 0.0768, 0.1348, 0.0743, 0.0745, 0.0772, 0.0877, -0.0667, -0.5019, -0.0641, -0.0525, 0.0808, 0.0762, 0.0732, 0.1345, 0.0823, 0.0782, 0.0733, 0.0899, -0.0546, -0.4982, -0.0641, -0.0729, 0.0810, 0.0829, 0.0804, 0.1321, 0.0791, 0.0765, 0.0791, 0.0905], "e_tot_ev": -55826.7832, "total_charge": -1, "max_force_ev_per_a": 1.0, "e_homo_ev": -5.0}